# 1
ORCA calculation (the ωB97M-V functional and the def2-TZVPD basis) on a 2-piece molecular cluster, C3H8O3S overall in a non-equilibrium geometry.

- Electronic energy: -743.01643 hartree
- Total charge: 0
- Orbital gap: 9.9 eV
- Structure (SMILES): O=C(O)CCS.O
- ΔE to the lowest compared entry with this formula, charge and spin: 42.85 kJ/mol

Cartesian coordinates (Å):
O  -1.3131  3.0739  0.9763
C  -1.0054  1.9684  0.6093
O  -1.0726  0.8635  1.3724
C  -0.3744  1.7175  -0.7318
C  -0.9516  0.5074  -1.5059
S  0.3759  -0.1799  -2.5763
H  -1.5410  1.1246  2.1835
H  0.6293  1.3489  -0.4469
H  -0.2385  2.5934  -1.3623
H  -1.1404  -0.2561  -0.7490
H  -1.8865  0.6163  -2.0495
H  -0.3367  -1.3179  -2.8664
H  3.3230  -3.6016  1.8414
H  2.9445  -4.5903  2.9048
O  2.5876  -3.8680  2.4005

For each atom in turn, the Löwdin charge in e is:
1 O 0.107
2 C -0.542
3 O 0.105
4 C -0.175
5 C -0.548
6 S 0.675
7 H 0.136
8 H 0.111
9 H 0.124
10 H 0.061
11 H 0.073
12 H -0.127
13 H 0.032
14 H 0.020
15 O -0.052

---

# 2
ORCA calculation (the ωB97M-V functional and the def2-TZVPD basis) on C17H15N4OSn as an isolated structure.

- Electronic energy: -1164.34323 hartree
- Total charge: +3
- Orbital gap: 8.1 eV
- ΔE to the lowest compared entry with this formula, charge and spin: 0.00 kJ/mol

Cartesian coordinates (Å):
Sn  0.0339  -0.0258  0.0098
O  1.1243  3.6896  -0.8682
C  1.0314  2.5306  -0.6158
N  -0.1316  1.7697  -0.7576
C  -1.4548  2.3640  -0.6000
C  -2.2496  1.6140  0.4647
C  -3.4427  2.1083  0.9522
C  -4.1521  1.3880  1.9008
C  -3.6639  0.1616  2.3529
C  -2.4789  -0.3027  1.8502
N  -1.7876  0.4152  0.9222
C  2.1988  1.7523  -0.0109
C  3.4439  2.3269  0.0704
C  4.4646  1.6420  0.7268
C  4.2077  0.3965  1.2906
C  2.9491  -0.1495  1.1754
N  1.9663  0.5202  0.5325
H  -2.0149  2.3524  -1.5383
H  -1.3433  3.4095  -0.3046
H  -3.8080  3.0606  0.5889
H  -5.0819  1.7806  2.2936
H  -4.1981  -0.4220  3.0899
H  -2.0527  -1.2450  2.1670
H  3.5898  3.3070  -0.3662
H  5.4509  2.0824  0.8048
H  4.9749  -0.1515  1.8208
H  2.7064  -1.1139  1.6014
C  -0.0567  -4.2102  -2.3802
C  -0.4346  -3.0175  -2.9902
C  -0.3938  -1.8521  -2.2642
N  0.0091  -1.8546  -0.9645
C  0.3830  -3.0157  -0.3625
C  0.3561  -4.2035  -1.0496
H  -0.0804  -5.1386  -2.9378
H  -0.7544  -2.9862  -4.0231
H  -0.6686  -0.9005  -2.7046
H  0.7016  -2.9684  0.6715
H  0.6567  -5.1136  -0.5481

For each atom in turn, the Löwdin charge in e is:
1 Sn 1.643
2 O 0.210
3 C -0.433
4 N -0.119
5 C -0.095
6 C -0.197
7 C 0.051
8 C 0.059
9 C 0.021
10 C -0.061
11 N -0.062
12 C -0.142
13 C 0.080
14 C 0.072
15 C 0.032
16 C -0.050
17 N -0.059
18 H 0.157
19 H 0.158
20 H 0.154
21 H 0.150
22 H 0.145
23 H 0.133
24 H 0.157
25 H 0.152
26 H 0.146
27 H 0.133
28 C 0.061
29 C 0.030
30 C -0.068
31 N -0.119
32 C -0.075
33 C 0.026
34 H 0.152
35 H 0.148
36 H 0.134
37 H 0.129
38 H 0.147

---

# 3
ORCA calculation (the ωB97M-V functional and the def2-TZVPD basis) on an isolated ion of composition C7H12 and charge -1 in a non-equilibrium geometry.

- Electronic energy: -273.79818 hartree
- Total charge: -1
- Orbital gap (spin up / spin down): 2.5 / 9.6 eV
- 2S+1: 2
- ΔE to the lowest compared entry with this formula, charge and spin: 101.49 kJ/mol

Cartesian coordinates (Å):
C  -1.6441  -1.1733  1.0701
C  -1.6249  0.2686  0.5664
C  -0.2801  0.9789  0.6204
C  0.2644  1.3101  1.7944
C  1.9601  -0.5657  -2.1888
C  1.1254  -0.2194  -0.9878
C  0.5175  0.8937  -0.6360
H  -1.5088  -1.9328  0.3065
H  -2.6268  -1.3976  1.5007
H  -0.9539  -1.2490  1.9093
H  -1.9229  0.4582  -0.4750
H  -2.3649  0.8211  1.1554
H  -0.2813  1.1204  2.7158
H  1.1559  1.9127  1.8893
H  2.5657  -1.4576  -2.0549
H  1.4179  -0.7223  -3.1240
H  2.6265  0.2687  -2.4383
H  1.1009  -1.0709  -0.3172
H  0.4732  1.7564  -1.3063

For each atom in turn, the Löwdin charge in e is:
1 C -0.196
2 C -0.319
3 C -0.378
4 C -0.116
5 C -0.204
6 C -0.194
7 C -0.185
8 H 0.043
9 H 0.027
10 H 0.055
11 H 0.080
12 H 0.060
13 H 0.009
14 H 0.004
15 H 0.047
16 H 0.050
17 H 0.049
18 H 0.093
19 H 0.075

---

# 4
ORCA calculation (the ωB97M-V functional and the def2-TZVPD basis) on C3H14O2Si3 as an isolated structure in a non-equilibrium geometry.

- Electronic energy: -1141.63373 hartree
- Total charge: 0
- Orbital gap: 7.4 eV
- ΔE to the lowest compared entry with this formula, charge and spin: 283.32 kJ/mol

Cartesian coordinates (Å):
C  -1.6859  0.3911  1.2794
C  -2.4510  0.9624  -1.7519
C  -0.5256  -1.3849  -0.9813
O  2.3548  1.6083  -0.6739
O  2.1310  0.4435  1.8649
Si  3.0626  0.4401  0.6494
Si  0.8530  2.0475  -0.5949
Si  -1.0642  0.3603  -0.4395
H  -2.3512  1.2057  1.4182
H  -2.4006  -0.4269  1.4564
H  -0.9717  0.2132  2.2270
H  -2.7361  1.9393  -1.2962
H  -2.1308  0.8951  -2.7991
H  -3.2948  0.3130  -1.6298
H  0.4256  -1.7912  -0.4986
H  -1.2011  -2.1893  -0.7606
H  -0.4218  -1.4895  -2.0306
H  1.9744  -3.4431  2.6847
H  3.0237  -0.7337  -0.2586
H  2.3294  -3.7575  2.0292
H  4.4560  0.9043  0.8101
H  0.6243  3.4923  -0.7043

For each atom in turn, the Löwdin charge in e is:
1 C -0.250
2 C -0.205
3 C -0.213
4 O -0.495
5 O -0.486
6 Si 0.245
7 Si 0.771
8 Si 0.512
9 H 0.001
10 H 0.036
11 H 0.106
12 H 0.025
13 H 0.026
14 H 0.006
15 H 0.053
16 H 0.020
17 H 0.004
18 H 0.008
19 H -0.047
20 H 0.004
21 H -0.050
22 H -0.071

---

# 5
ORCA calculation (the ωB97M-V functional and the def2-TZVPD basis) on a 2-piece molecular cluster, C3H11N3 overall in a non-equilibrium geometry.

- Electronic energy: -285.11643 hartree
- Total charge: 0
- Orbital gap: 9.4 eV
- Structure (SMILES): [H]/N=C/N.CNC
- ΔE to the lowest compared entry with this formula, charge and spin: 161.18 kJ/mol

Cartesian coordinates (Å):
C  -3.1600  -2.8457  -0.4614
N  -1.8201  -2.7319  0.0746
C  -1.6757  -3.0005  1.5133
H  -3.2344  -2.3228  -1.4038
H  -3.8565  -2.3784  0.2336
H  -3.4690  -3.8823  -0.6688
H  -1.1792  -3.3034  -0.4518
H  -2.4895  -3.6305  1.8628
H  -0.6933  -3.4526  1.6157
H  -1.7256  -2.0645  2.0733
N  3.2377  2.4434  -0.0352
C  2.5346  3.3930  -0.7396
N  1.2754  3.5469  -0.6436
H  4.2219  2.5789  -0.1974
H  2.9625  2.3174  0.9236
H  3.1164  4.0893  -1.3449
H  1.1006  4.5405  -0.7913

For each atom in turn, the Löwdin charge in e is:
1 C -0.163
2 N -0.199
3 C -0.139
4 H 0.063
5 H 0.076
6 H 0.074
7 H 0.084
8 H 0.065
9 H 0.072
10 H 0.069
11 N 0.062
12 C -0.408
13 N 0.042
14 H 0.076
15 H 0.090
16 H 0.106
17 H 0.032

---

# 6
ORCA calculation (the ωB97M-V functional and the def2-TZVPD basis) on a 3-piece molecular cluster, C4H10N2O overall in a non-equilibrium geometry.

- Electronic energy: -342.95933 hartree
- Total charge: 0
- Orbital gap (spin up / spin down): 7.5 / 7.5 eV
- ΔE to the lowest compared entry with this formula, charge and spin: 635.72 kJ/mol

Cartesian coordinates (Å):
C  0.9690  0.1094  0.1249
C  -0.5754  -0.4542  -1.5146
C  -0.0605  -0.6700  0.5462
N  0.9030  1.4922  0.0687
N  -1.1673  0.7531  -1.8790
C  -0.8739  -1.4850  1.1552
O  1.4983  -0.3902  2.1698
H  1.2256  0.3032  2.7860
H  1.8391  -0.3686  -0.3071
H  1.8162  1.9207  0.0196
H  0.3679  1.8866  0.8317
H  -0.5020  1.5127  -1.9749
H  -1.9311  1.0252  -1.2731
H  -1.3046  -1.2527  -1.4227
H  0.2277  -0.7506  -2.1822
H  -0.7117  -1.6942  2.2032
H  -1.7202  -1.9374  0.6480

For each atom in turn, the Löwdin charge in e is:
1 C -0.229
2 C -0.141
3 C -0.156
4 N 0.097
5 N -0.008
6 C 0.062
7 O -0.381
8 H -0.067
9 H 0.147
10 H 0.106
11 H 0.111
12 H 0.068
13 H 0.086
14 H 0.076
15 H 0.089
16 H 0.075
17 H 0.064